Entry 1:
The following is a DFT calculation (ωB97M-V with the def2-TZVPD basis set) of a structure of composition C22H31AsBrHfN5S in a non-equilibrium geometry.

Properties
**DFT total energy**: -6385.34678 a.u.
**E_LUMO**: -12.90 eV
**Net charge**: +4

Positions of all 62 atoms, in Å:
1 Hf 11.27728 9.39633 10.94209
2 Br 15.47448 7.07363 5.43274
3 As 12.10644 13.76212 10.38546
4 S 12.17832 11.61518 11.11073
5 N 9.89235 7.89323 10.33927
6 N 11.49340 8.53087 12.96848
7 N 7.57661 8.26811 9.90671
8 N 12.95502 7.96482 10.78568
9 N 8.97878 9.92059 10.87114
10 C 12.51195 7.63221 13.07284
11 C 13.28534 7.38241 11.84800
12 C 13.61423 7.82925 9.54419
13 C 8.26654 11.05110 10.19796
14 C 14.95460 7.46007 9.45744
15 C 8.76840 8.59439 10.31238
16 C 7.00026 10.62173 9.42980
17 C 10.80471 8.00352 15.19984
18 C 11.86210 7.14572 15.34177
19 C 13.45958 7.95376 7.14563
20 C 12.85412 8.12507 8.39299
21 C 14.75040 7.44462 7.08672
22 C 11.26555 13.76926 8.59404
23 C 12.73886 6.96413 14.26432
24 C 7.33266 6.88424 9.46515
25 C 10.66491 8.71453 14.03040
26 C 11.08206 14.81663 11.68123
27 C 8.64179 6.30273 8.90827
28 C 6.47654 9.26661 9.93940
29 C 9.79446 6.44695 9.90289
30 C 14.00251 14.17316 10.35062
31 C 15.52814 7.24331 8.21824
32 H 8.96969 11.50313 9.49200
33 H 11.15524 15.83637 11.35160
34 H 5.67799 8.88478 9.29906
35 H 10.19719 13.90363 8.75972
36 H 12.91852 8.15064 6.23091
37 H 11.66970 14.62236 8.06740
38 H 14.35387 14.06640 11.39500
39 H 11.80672 8.42883 8.39375
40 H 11.53960 14.68686 12.66577
41 H 14.11796 15.20173 10.04010
42 H 6.99189 6.27869 10.30723
43 H 8.86919 6.73324 7.94006
44 H 9.85775 9.43302 13.94420
45 H 9.62597 5.83157 10.78627
46 H 14.11523 6.67568 11.89548
47 H 10.03170 14.50758 11.61220
48 H 15.57128 7.39864 10.35409
49 H 6.52671 6.90222 8.74331
50 H 14.47743 13.46370 9.70457
51 H 7.22444 10.53224 8.36305
52 H 13.59317 6.31101 14.37668
53 H 10.71334 6.13053 9.42163
54 H 8.46785 5.24781 8.69420
55 H 6.07734 9.31946 10.95086
56 H 11.47666 12.82671 8.10610
57 H 8.64199 9.89801 11.84453
58 H 6.21917 11.36787 9.53898
59 H 8.08366 11.83351 10.95126
60 H 16.56681 6.95929 8.21843
61 H 10.10690 8.17878 16.02561
62 H 12.07196 6.64954 16.28350

Atomic forces in eV per Å
Hf 0.399 -0.380 0.279
Br 0.223 -0.068 -0.475
As -0.081 0.042 -0.377
S -0.260 0.348 -0.182
N 0.014 -0.504 -0.401
N -0.560 0.403 0.096
N 0.236 0.010 0.237
N -0.835 1.031 -1.329
N 0.065 -0.412 0.610
C -0.094 -0.238 0.488
C 0.738 -1.005 2.028
C -0.369 0.267 -0.441
C 0.062 0.955 -0.602
C 0.014 0.087 0.119
C -1.010 0.475 0.046
C 0.095 -0.653 0.289
C -0.764 0.517 0.718
C 1.003 -0.311 -0.105
C -0.630 0.010 0.780
C 1.098 -0.191 -0.359
C 0.390 0.023 -0.588
C 0.008 -0.074 1.312
C 0.015 0.025 -0.086
C 0.597 -0.446 -0.121
C 0.261 -0.146 -0.651
C 0.167 -1.020 -0.390
C -0.606 -0.319 0.158
C 0.116 0.209 -0.180
C -0.499 0.542 -0.361
C -0.751 -0.021 1.298
C -0.362 0.242 1.109
H -0.016 -0.104 0.041
H 0.160 0.624 -0.152
H 0.159 0.089 0.067
H 0.015 0.006 -0.106
H 0.001 -0.017 -0.002
H 0.153 0.161 -0.250
H -0.069 0.030 -0.557
H -0.168 -0.081 0.269
H -0.257 0.020 -0.131
H 0.092 0.263 -0.260
H -0.063 0.199 0.144
H 0.196 0.359 -0.110
H 0.122 0.092 -0.150
H 0.046 0.070 0.084
H -0.074 0.065 -0.022
H 0.335 -0.013 0.258
H -0.150 -0.142 -0.196
H 0.003 -0.011 -0.285
H 0.353 -0.242 -0.429
H -0.039 0.000 0.137
H 0.020 -0.100 -0.124
H 0.276 0.172 0.132
H 0.082 -0.068 0.158
H -0.023 0.057 0.122
H 0.153 -0.015 -0.172
H -0.048 -0.116 -0.347
H -0.044 0.094 0.018
H -0.107 -0.526 -0.099
H 0.129 -0.126 -0.518
H 0.250 -0.065 -0.365
H -0.169 -0.074 -0.074

Charges per atom according to natural (NBO) partitioning, unit e: atom 1 (Hf): 2.311, atom 2 (Br): 0.254, atom 3 (As): 1.509, atom 4 (S): -0.651, atom 5 (N): -0.763, atom 6 (N): -0.638, atom 7 (N): -0.310, atom 8 (N): -0.613, atom 9 (N): -0.750, atom 10 (C): 0.122, atom 11 (C): 0.194, atom 12 (C): 0.126, atom 13 (C): -0.220, atom 14 (C): -0.202, atom 15 (C): 0.646, atom 16 (C): -0.440, atom 17 (C): -0.203, atom 18 (C): -0.052, atom 19 (C): -0.191, atom 20 (C): -0.258, atom 21 (C): -0.073, atom 22 (C): -0.893, atom 23 (C): -0.148, atom 24 (C): -0.224, atom 25 (C): 0.102, atom 26 (C): -0.899, atom 27 (C): -0.445, atom 28 (C): -0.225, atom 29 (C): -0.229, atom 30 (C): -0.909, atom 31 (C): -0.172, atom 32 (H): 0.211, atom 33 (H): 0.293, atom 34 (H): 0.273, atom 35 (H): 0.259, atom 36 (H): 0.262, atom 37 (H): 0.296, atom 38 (H): 0.282, atom 39 (H): 0.200, atom 40 (H): 0.285, atom 41 (H): 0.295, atom 42 (H): 0.243, atom 43 (H): 0.235, atom 44 (H): 0.220, atom 45 (H): 0.237, atom 46 (H): 0.252, atom 47 (H): 0.264, atom 48 (H): 0.242, atom 49 (H): 0.261, atom 50 (H): 0.273, atom 51 (H): 0.243, atom 52 (H): 0.278, atom 53 (H): 0.246, atom 54 (H): 0.286, atom 55 (H): 0.235, atom 56 (H): 0.259, atom 57 (H): 0.432, atom 58 (H): 0.284, atom 59 (H): 0.246, atom 60 (H): 0.278, atom 61 (H): 0.289, atom 62 (H): 0.288

Entry 2:
The following is a DFT calculation (ωB97M-V with the def2-TZVPD basis set) of a structure of composition C24H36N9O2S2Sn in a non-equilibrium geometry.

Properties
**DFT total energy**: -2589.13945 a.u.
**E_LUMO**: -13.12 eV
**Net charge**: +3

Positions of all 74 atoms, in Å:
1 Sn -0.15142 0.19405 -0.30216
2 S 0.12200 0.17485 2.25147
3 S -4.71694 -1.44007 -0.46544
4 O -1.48008 1.86864 -0.84777
5 O 2.63677 3.10629 0.39982
6 N -2.91355 -0.08008 0.70907
7 N 0.27079 2.49774 3.53682
8 N -1.68763 2.10402 2.39550
9 N -2.66591 -2.64917 -1.70999
10 N -2.25463 -0.93299 -0.13918
11 N 2.44775 0.09655 -0.50823
12 N 1.26219 4.76271 -0.34801
13 N 0.55375 2.47293 -0.23656
14 N 7.77062 0.22327 -0.48996
15 C 2.13621 3.09981 5.05194
16 C -2.78750 3.60858 4.07657
17 C -4.18937 -0.20723 0.65850
18 C 0.07487 5.10171 -0.86041
19 C -5.85735 1.65560 0.56814
20 C 3.13274 -0.66158 0.35668
21 C 1.64701 2.47990 6.36968
22 C 6.62519 0.17227 -0.53181
23 C 4.50994 -0.67535 0.37036
24 C 4.46675 0.89524 -1.45739
25 C 2.32774 5.76681 -0.18489
26 C -3.05975 -1.72398 -0.84378
27 C -2.89645 6.15247 3.80733
28 C 1.54812 3.39125 -0.03404
29 C -0.63779 2.81553 -0.71523
30 C 3.09083 0.85218 -1.40183
31 C -0.92402 4.16732 -1.05237
32 C 1.71371 2.31950 3.82056
33 C -5.17736 0.58814 1.44104
34 C -0.47311 1.74504 2.76547
35 C -2.29621 3.41731 2.63801
36 C 5.19033 0.12568 -0.54741
37 C 2.41516 1.21684 6.74968
38 C -3.62710 4.87774 4.22524
39 H 2.49155 1.43560 -2.08835
40 H 1.94061 1.25885 3.90071
41 H 2.28571 6.47899 -1.00477
42 H -6.38150 1.20111 -0.27275
43 H -1.89292 4.43549 -1.44378
44 H -1.94035 3.66464 4.76710
45 H 2.27177 2.68700 2.95524
46 H -2.75591 6.20598 2.72391
47 H -3.33355 -3.23944 -2.18184
48 H 4.96927 1.50790 -2.19256
49 H 5.04468 -1.29522 1.07660
50 H -2.21114 1.42116 1.85221
51 H -1.57468 4.19821 2.37728
52 H -1.91788 6.22725 4.28965
53 H 1.77611 4.13220 4.98068
54 H -3.90454 4.96011 5.27633
55 H -5.94385 -0.08633 1.82581
56 H 2.19802 6.29263 0.76006
57 H -0.12651 3.37732 3.84504
58 H 1.80022 3.23514 7.14070
59 H 2.18892 0.37215 6.09402
60 H -3.38356 2.73768 4.35931
61 H 3.22583 3.13719 5.07377
62 H -4.56252 4.78149 3.66772
63 H 3.28722 5.26303 -0.17504
64 H -1.69012 -2.80811 -1.89672
65 H 0.57342 2.27082 6.31034
66 H -6.59323 2.19392 1.16199
67 H 2.14027 0.91002 7.75833
68 H 2.56369 -1.26332 1.05296
69 H -3.14070 3.50734 1.95386
70 H -0.06334 6.14174 -1.13108
71 H -4.67664 1.05195 2.29126
72 H 3.49084 1.39745 6.76229
73 H -5.12752 2.36694 0.17907
74 H -3.47504 7.03045 4.08795

Atomic forces in eV per Å
Sn 0.004 2.634 2.537
S 0.237 -0.912 -0.779
S 0.082 -0.010 0.068
O -0.022 -2.332 -0.240
O 0.109 -0.334 0.125
N 0.258 0.206 -0.017
N 0.480 -0.075 -0.066
N -0.005 0.030 -0.313
N 0.022 0.242 0.074
N 1.135 0.410 -0.310
N -1.323 -0.535 -0.261
N -0.276 -0.719 -0.223
N -0.367 -0.774 -0.427
N 0.044 0.002 -0.019
C -0.427 -0.319 0.444
C -0.134 0.019 -0.200
C -0.080 -0.212 -0.004
C -0.410 -0.700 0.043
C 0.078 -0.062 0.009
C -0.246 -0.236 0.141
C 0.333 0.123 -0.210
C -0.112 -0.036 -0.027
C 0.002 0.157 -0.064
C 0.077 -0.134 0.168
C 0.107 0.028 0.169
C -0.013 -0.256 -0.292
C -0.080 -0.085 -0.111
C 0.854 1.018 0.301
C 0.354 2.451 -0.420
C -0.301 0.062 -0.307
C -0.020 -0.238 0.220
C 0.518 0.253 -0.419
C -0.224 0.133 -0.174
C -0.548 0.499 -0.301
C -0.014 0.101 0.389
C 0.054 0.050 0.030
C -0.233 0.023 0.222
C 0.127 0.132 0.148
H 0.003 -0.006 0.001
H -0.134 -0.025 0.241
H -0.044 -0.059 -0.032
H 0.000 0.040 -0.016
H 0.058 0.034 -0.029
H -0.031 -0.064 0.049
H -0.098 -0.018 -0.093
H 0.045 0.009 0.028
H 0.020 -0.028 -0.027
H -0.046 0.043 0.016
H -0.030 0.016 0.023
H 0.024 -0.055 0.081
H -0.001 -0.049 -0.102
H -0.026 0.027 0.014
H 0.084 0.009 -0.156
H -0.070 -0.019 -0.004
H 0.085 -0.030 0.141
H -0.005 -0.036 0.002
H -0.074 -0.071 0.146
H -0.159 -0.069 0.101
H 0.114 0.035 -0.053
H 0.064 -0.023 0.063
H 0.005 0.080 -0.130
H 0.027 -0.045 -0.028
H -0.004 -0.018 -0.047
H -0.006 -0.108 -0.028
H -0.006 0.067 0.112
H 0.015 0.013 -0.006
H -0.017 -0.063 -0.021
H 0.047 -0.022 -0.010
H 0.057 -0.035 -0.071
H -0.004 -0.015 0.020
H 0.066 -0.110 0.026
H -0.008 -0.030 -0.115
H -0.035 0.007 -0.024
H 0.041 0.013 0.024

Charges per atom according to natural (NBO) partitioning, unit e: atom 1 (Sn): 1.828, atom 2 (S): -0.064, atom 3 (S): 0.514, atom 4 (O): -0.681, atom 5 (O): -0.588, atom 6 (N): -0.329, atom 7 (N): -0.534, atom 8 (N): -0.566, atom 9 (N): -0.729, atom 10 (N): -0.435, atom 11 (N): -0.437, atom 12 (N): -0.373, atom 13 (N): -0.696, atom 14 (N): -0.120, atom 15 (C): -0.414, atom 16 (C): -0.405, atom 17 (C): 0.141, atom 18 (C): 0.181, atom 19 (C): -0.597, atom 20 (C): 0.046, atom 21 (C): -0.401, atom 22 (C): 0.190, atom 23 (C): -0.172, atom 24 (C): -0.167, atom 25 (C): -0.421, atom 26 (C): 0.272, atom 27 (C): -0.617, atom 28 (C): 0.769, atom 29 (C): 0.587, atom 30 (C): 0.061, atom 31 (C): -0.390, atom 32 (C): -0.227, atom 33 (C): -0.464, atom 34 (C): 0.389, atom 35 (C): -0.247, atom 36 (C): -0.025, atom 37 (C): -0.616, atom 38 (C): -0.401, atom 39 (H): 0.229, atom 40 (H): 0.220, atom 41 (H): 0.238, atom 42 (H): 0.227, atom 43 (H): 0.274, atom 44 (H): 0.196, atom 45 (H): 0.225, atom 46 (H): 0.189, atom 47 (H): 0.451, atom 48 (H): 0.277, atom 49 (H): 0.279, atom 50 (H): 0.454, atom 51 (H): 0.208, atom 52 (H): 0.202, atom 53 (H): 0.209, atom 54 (H): 0.238, atom 55 (H): 0.262, atom 56 (H): 0.233, atom 57 (H): 0.432, atom 58 (H): 0.233, atom 59 (H): 0.188, atom 60 (H): 0.223, atom 61 (H): 0.243, atom 62 (H): 0.209, atom 63 (H): 0.260, atom 64 (H): 0.422, atom 65 (H): 0.188, atom 66 (H): 0.254, atom 67 (H): 0.242, atom 68 (H): 0.230, atom 69 (H): 0.230, atom 70 (H): 0.258, atom 71 (H): 0.236, atom 72 (H): 0.220, atom 73 (H): 0.207, atom 74 (H): 0.251